# C43H36BClI2N4O4STeTi

A molecular structure, C43H36BClI2N4O4STeTi at a distorted geometry (wB97M-V/def2-TZVPD, the OMol25 dataset).

Computed properties:
**F_max**: 0.024 hartree/bohr
**HOMO level (alpha / beta)**: -0.91 / -1.51 eV
**Charge**: -2
**Spin multiplicity**: 3
**LUMO level (alpha / beta)**: 3.689 / 3.682 eV
**Total energy**: -4776.58091 hartree
**<S²>**: 2.05

Cartesian coordinates (Å):
Ti  0.7453  -0.4508  1.3005
Cl  5.3817  5.1959  1.9995
C  4.1598  3.9384  2.0732
C  3.3188  3.8731  3.1805
C  2.3507  2.8960  3.2458
C  2.2080  1.9733  2.2047
O  1.2521  1.0700  2.2479
C  3.0843  2.0219  1.1052
C  3.0919  1.0209  0.0676
N  2.3839  -0.0699  0.0609
C  2.6063  -1.0606  -0.9068
C  3.3430  -0.8864  -2.0947
C  3.5434  -1.9626  -2.9410
C  3.0512  -3.2269  -2.6433
C  2.3032  -3.4403  -1.4660
C  1.7724  -4.6816  -1.0745
C  1.0320  -4.7813  0.1016
C  0.8128  -3.6516  0.8563
N  1.3012  -2.4456  0.5180
C  2.0557  -2.3259  -0.6022
C  4.0544  3.0327  1.0481
H  3.4218  4.6003  3.9745
H  1.6609  2.8380  4.0758
H  3.8169  1.1831  -0.7265
H  3.7346  0.0826  -2.3702
H  4.0952  -1.8096  -3.8617
H  3.2279  -4.0614  -3.3113
H  1.9489  -5.5515  -1.6965
H  0.6295  -5.7280  0.4369
H  0.2287  -3.6995  1.7654
H  4.7281  3.0894  0.2021
I  -6.0116  1.3005  5.8803
C  -4.4727  1.3543  4.4194
C  -4.6159  2.1621  3.2969
C  -3.6572  2.2124  2.2718
I  -0.6474  4.3441  1.2892
C  -2.5579  1.3932  2.5234
O  -1.5269  1.2767  1.5841
C  -2.3607  0.5776  3.6395
C  -1.1669  -0.3102  3.8488
N  -0.8901  -1.2315  2.6890
C  -2.0992  -1.7346  2.0292
C  -2.1051  -1.4570  0.5499
C  -3.2598  -1.6372  -0.2005
C  -3.2114  -1.4386  -1.5662
C  -2.0043  -1.1111  -2.1639
C  -0.9027  -0.9504  -1.3472
N  -0.9612  -1.0751  -0.0181
C  -3.3651  0.5505  4.6116
H  -5.5218  2.7646  3.2335
H  -1.3625  -0.9247  4.7327
H  -0.2439  0.2391  4.0257
H  -0.3449  -1.9986  3.0738
H  -2.9825  -1.2658  2.4664
H  -2.1967  -2.8151  2.1758
H  -4.1804  -1.8998  0.3038
H  -4.1102  -1.5374  -2.1628
H  -1.9062  -0.9398  -3.2265
H  0.0617  -0.6952  -1.7642
H  -3.2728  -0.0830  5.4848
C  -2.6801  3.6404  -5.5984
C  -1.7579  2.4191  -5.4873
C  -2.5688  1.1571  -5.8179
C  -0.6533  2.5691  -6.5359
C  -1.1956  2.2858  -4.0693
C  0.1294  1.9391  -3.8381
C  0.6266  1.7493  -2.5382
C  -0.2411  1.8998  -1.4870
O  -0.0157  1.6828  -0.1737
B  -1.2644  2.1618  0.5338
O  -2.2453  2.3263  -0.5437
C  -1.5763  2.2642  -1.6968
C  -2.0604  2.4543  -2.9717
H  -2.9997  3.7739  -6.6362
H  -2.1689  4.5486  -5.2745
H  -3.5769  3.5294  -4.9895
H  -2.9489  1.1935  -6.8442
H  -3.4193  1.0568  -5.1404
H  -1.9476  0.2649  -5.7129
H  -1.1004  2.7536  -7.5163
H  -0.0463  1.6656  -6.6169
H  0.0114  3.4018  -6.2987
H  0.8130  1.8115  -4.6662
H  1.6566  1.4611  -2.3693
H  -3.1030  2.7147  -3.0997
Te  2.5535  -1.3740  3.6016
C  2.5581  -3.2917  4.4797
C  3.4600  -3.7399  5.4119
C  3.1749  -5.0415  5.9117
C  2.0483  -5.5822  5.3694
S  1.3785  -4.5100  4.2095
H  4.2991  -3.1406  5.7360
H  3.7807  -5.5491  6.6512
H  1.6115  -6.5476  5.5685

Results of the Löwdin charge analysis, in e, for atoms 1 through 4:
1 Ti 0.89
2 Cl 0.59
3 C -0.66
4 C -0.10



# C30H50Cl2HgN3O7SSi

A molecular structure, C30H50Cl2HgN3O7SSi at a distorted geometry (wB97M-V/def2-TZVPD, the OMol25 dataset).

Computed properties:
**F_max**: 0.046 hartree/bohr
**HOMO level**: -4.59 eV
**Charge**: -1
**Spin multiplicity**: 1
**LUMO level**: 2.282 eV
**Total energy**: -3625.65227 hartree

Cartesian coordinates (Å):
C  -0.7432  -3.3185  -3.6280
C  -1.6920  -2.1682  -3.6578
H  -1.1387  -4.1591  -4.2051
H  -0.5278  -3.6375  -2.5987
H  0.2172  -3.0382  -4.0879
C  -2.8510  -2.1571  -4.3159
C  -3.4694  -3.3323  -5.0049
H  -3.4378  -1.2359  -4.3802
H  -2.9545  -4.2722  -4.7559
H  -3.4201  -3.2153  -6.0986
H  -4.5366  -3.4242  -4.7381
Hg  0.1748  -0.8564  0.5285
Cl  -0.4935  -2.8608  1.7442
C  -1.1353  1.9668  -0.3560
O  -1.0846  1.1575  0.6059
N  -1.5706  3.2284  -0.2517
C  -2.2971  3.6148  0.9481
C  -1.5898  4.1822  -1.3638
H  -0.7935  1.6789  -1.3603
H  -1.9868  2.9601  1.7716
H  -3.3860  3.5130  0.7905
H  -2.0497  4.6628  1.1600
H  -0.7231  4.0194  -2.0067
H  -1.5573  5.1909  -0.9379
H  -2.4927  4.0864  -1.9766
H  2.8441  2.4602  4.8817
H  5.1478  1.0739  4.1353
C  2.4382  1.4337  4.8652
C  4.4926  0.1943  4.1426
N  3.1174  0.6085  3.8812
H  1.3475  1.4535  4.7025
C  2.5170  0.3048  2.7227
O  1.3844  0.7267  2.3973
H  4.7926  -0.5275  3.3733
H  3.1162  -0.3748  2.0839
H  2.6564  1.0152  5.8540
H  4.5227  -0.2623  5.1341
H  -2.5235  -3.5063  -0.5807
H  -4.5321  -1.8628  -1.8077
C  -3.2276  -3.3732  0.2564
C  -4.9322  -1.9695  -0.7868
N  -3.8668  -2.0925  0.1830
H  -2.6744  -3.4836  1.1962
C  -3.5699  -1.0343  0.9964
O  -2.5892  -0.9277  1.7355
H  -5.5439  -1.0876  -0.5459
H  -4.3369  -0.2139  0.9542
H  -4.0033  -4.1469  0.1877
H  -5.5638  -2.8676  -0.7562
O  -1.3989  -1.3684  -1.5203
C  -1.2738  -0.9687  -2.7912
C  -3.2467  0.6561  -2.5064
C  -2.0270  0.3193  -3.1062
H  -3.6213  0.0766  -1.6443
C  -3.9537  1.7830  -2.9729
H  -0.2245  -0.7804  -3.1053
C  -1.4215  1.2051  -3.9853
H  -4.9381  2.0352  -2.5279
C  -3.3888  2.6005  -3.9710
C  -2.1015  2.3264  -4.4560
H  -0.3947  0.9940  -4.2703
H  -3.9583  3.4544  -4.3658
H  -1.6302  2.9557  -5.2103
Si  2.1666  -4.7550  0.9615
Cl  1.1965  -4.2877  -0.9172
C  1.2543  -5.0955  2.5727
C  3.4802  -3.4326  0.9712
C  3.1713  -6.3889  0.9844
H  0.4495  -4.4006  2.8153
H  1.9921  -4.9996  3.3715
H  0.8373  -6.1065  2.6012
H  2.5168  -7.2561  1.1545
H  3.8702  -6.3356  1.8405
H  3.7664  -6.5592  0.0780
H  3.0785  -2.4355  0.8176
H  4.2205  -3.6480  0.1925
H  3.9794  -3.4971  1.9382
C  3.3612  5.9918  3.6142
C  3.2118  4.8925  2.6092
C  2.1452  4.8794  1.6957
C  2.0794  3.9582  0.6604
C  2.9814  2.8594  0.6728
C  4.0630  2.8863  1.5990
C  4.1800  3.8790  2.5425
S  2.1078  1.5022  -1.8726
O  2.8058  1.7714  -0.0336
O  1.1965  2.6470  -2.0074
O  1.3923  0.2333  -1.5643
H  3.6875  6.9223  3.1146
H  2.4173  6.1930  4.1359
H  4.0739  5.6902  4.3953
H  1.3337  5.6081  1.7900
H  1.2704  3.9239  -0.0609
H  4.8144  2.1126  1.4749
H  5.0039  3.8332  3.2549

Results of the Löwdin charge analysis, in e, for atoms 1 through 4:
1 C -0.06
2 C -0.23
3 H 0.06
4 H 0.00



# C2H11NO4

4 unconnected molecules or ions with the total composition C2H11NO4 at a distorted geometry (wB97M-V/def2-TZVPD, the OMol25 dataset).

Computed properties:
**F_max**: 0.053 hartree/bohr
**HOMO level**: -9.90 eV
**Charge**: 0
**Spin multiplicity**: 1
**LUMO level**: 0.508 eV
**Total energy**: -438.47237 hartree
**SMILES string**: CNC=O.O.O.O

Cartesian coordinates (Å):
C  -0.9315  2.2201  0.0842
N  -0.1825  2.6735  -0.9743
C  -0.8576  2.8235  -2.2878
O  -0.7811  1.1672  0.6536
H  -1.8018  2.8216  0.3621
H  0.6586  3.2054  -1.0657
H  -1.9223  3.0449  -2.1373
H  -0.3556  3.6055  -2.8636
H  -0.7980  1.8504  -2.8199
H  0.1662  -0.9171  -2.1137
H  -0.1068  -0.4604  -0.6287
O  0.2124  -1.1736  -1.1959
H  0.3020  -3.4166  2.2076
H  -0.3358  -2.3361  1.2638
O  -0.5018  -2.9302  2.0041
H  2.5639  -2.4784  1.1966
H  3.2415  -3.7522  1.6716
O  2.3703  -3.3354  1.6100

Results of the Löwdin charge analysis, in e, for atoms 1 through 4:
1 C -0.34
2 N -0.07
3 C -0.09
4 O 0.07



# C16H11CuIN3OS2

A molecular structure, C16H11CuIN3OS2 (wB97M-V/def2-TZVPD, the OMol25 dataset).

Computed properties:
**F_max**: 0.019 hartree/bohr
**HOMO level (alpha / beta)**: -4.21 / -4.15 eV
**Charge**: -1
**Spin multiplicity**: 2
**LUMO level (alpha / beta)**: 2.444 / 1.652 eV
**Total energy**: -3590.44000 hartree
**<S²>**: 0.76

Cartesian coordinates (Å):
Cu  1.6327  -0.5787  0.1792
I  0.0505  -2.0742  3.2787
C  -1.5729  -1.4492  2.0852
C  -2.7765  -1.3421  2.7279
C  -3.9608  -1.1719  1.9904
C  -3.9142  -1.1876  0.6281
C  -2.6785  -1.2815  -0.0540
C  -2.6590  -1.3536  -1.4655
C  -1.4724  -1.4594  -2.1266
C  -0.2633  -1.3806  -1.4091
C  -0.1951  -1.2646  -0.0291
C  -1.4443  -1.3268  0.6718
H  -2.8253  -1.4235  3.8051
H  -4.9069  -1.0874  2.5110
H  -4.8240  -1.1430  0.0394
H  -3.6017  -1.3470  -2.0016
H  -1.4541  -1.5553  -3.2071
H  0.6645  -1.3914  -1.9834
S  2.2735  0.5402  1.9694
C  3.9434  0.7870  1.5671
C  4.7013  1.5408  2.5072
N  5.3018  2.1307  3.2950
C  4.5567  0.2762  0.4581
S  3.7752  -0.7900  -0.6712
C  5.9092  0.6062  0.1697
N  6.9910  0.8934  -0.1068
C  -0.7269  2.3529  -0.7814
C  0.4210  1.7808  -1.5701
N  0.2555  1.7150  -2.9166
O  1.4402  1.3696  -1.0413
H  -1.3753  2.9840  -1.3882
H  -0.3231  2.9217  0.0530
H  -1.3070  1.5228  -0.3707
H  -0.6143  1.9283  -3.3670
H  0.9792  1.2584  -3.4465

Results of the Löwdin charge analysis, in e, for atoms 1 through 4:
1 Cu 0.05
2 I 0.89
3 C -0.63
4 C -0.19



# C5H5NO

A molecular structure, C5H5NO at a distorted geometry (wB97M-V/def2-TZVPD, the OMol25 dataset).

Computed properties:
**F_max**: 0.027 hartree/bohr
**HOMO level**: -10.19 eV
**Charge**: 0
**Spin multiplicity**: 1
**LUMO level**: 0.840 eV
**Total energy**: -323.42138 hartree

Cartesian coordinates (Å):
N  -1.9487  1.8375  -1.8313
C  -1.1313  1.3617  -1.1613
C  0.1354  0.9110  -0.5081
O  0.2342  1.1047  0.9122
C  0.6839  -0.2438  1.0707
C  -0.3825  -1.1994  0.6694
C  0.4853  -0.5648  -0.3876
H  0.9044  1.4802  -1.0272
H  1.5154  -0.4032  1.7493
H  -0.1482  -2.2456  0.8437
H  -1.4320  -0.9262  0.7784
H  1.0840  -1.1120  -1.1082

Results of the Löwdin charge analysis, in e, for atoms 1 through 4:
1 N 0.15
2 C -0.12
3 C -0.28
4 O -0.03



# C6H14ClEuIO3P

A molecular structure, C6H14ClEuIO3P at a distorted geometry (wB97M-V/def2-TZVPD, the OMol25 dataset).

Computed properties:
**F_max**: 0.098 hartree/bohr
**HOMO level (alpha / beta)**: -14.59 / -14.59 eV
**Charge**: +2
**Spin multiplicity**: 7
**LUMO level (alpha / beta)**: -10.757 / -8.442 eV
**Total energy**: -2271.69117 hartree
**<S²>**: 12.48

Cartesian coordinates (Å):
C  1.9785  -5.6642  2.2077
C  2.2371  -4.2044  2.0052
H  2.9236  -6.2196  2.2630
H  1.3789  -6.0465  1.3684
H  1.4160  -5.8074  3.1424
O  3.3396  -3.6462  1.9109
I  0.4396  -3.0306  1.8736
Eu  -0.3790  1.5266  1.7114
P  -0.4875  1.3267  -1.2549
C  0.5132  2.4508  -2.2045
C  0.0270  -0.3682  -1.5245
H  -2.8431  0.8150  -1.1209
H  -2.2180  1.1871  -2.7799
H  -2.5562  2.5157  -1.5950
C  -2.2137  1.4818  -1.7259
H  -0.5618  -1.0577  -0.9064
H  -0.1494  -0.5171  -2.5930
H  0.3348  2.1173  -3.2279
H  1.5564  2.3431  -1.9027
H  1.0866  -0.4783  -1.2661
H  0.1762  3.4744  -2.0310
C  0.9984  3.3763  0.9676
O  1.6864  4.2439  0.8670
Cl  -2.0899  -0.2900  1.5496
O  -2.1970  3.2343  1.1199
H  -1.7688  4.1325  1.1368
H  -2.6280  3.1045  2.0090

Results of the Löwdin charge analysis, in e, for atoms 1 through 4:
1 C -0.11
2 C -0.83
3 H 0.10
4 H 0.09



# C8H7N3

A single C8H7N3 molecule at a distorted geometry (wB97M-V/def2-TZVPD, the OMol25 dataset).

Computed properties:
**F_max**: 0.204 hartree/bohr
**HOMO level**: -9.61 eV
**Charge**: 0
**Spin multiplicity**: 1
**LUMO level**: -0.534 eV
**Total energy**: -473.11614 hartree
**SMILES string**: [H]/N=C(\NC#N)c1ccccc1

Cartesian coordinates (Å):
C  -1.2743  0.4361  -0.1058
C  -3.5011  -0.6423  -0.0912
C  0.0954  0.1427  -0.1948
C  0.8566  1.2350  0.0148
C  2.2924  1.0671  -0.1134
C  2.8462  -0.1917  -0.3139
C  1.9219  -1.3536  -0.1942
C  0.5609  -1.1208  -0.1535
H  -2.8345  1.4449  0.0131
H  -1.9203  -1.4066  1.0867
H  0.7902  2.4239  0.0034
H  2.7644  2.0590  0.4690
H  3.9283  -0.3205  -0.2550
H  2.1458  -2.4647  0.1133
H  -0.0284  -2.1604  0.1108
N  -1.8851  1.6468  -0.0995
N  -2.1641  -0.7909  0.0847
N  -4.5943  -0.0039  -0.3746

Results of the Löwdin charge analysis, in e, for atoms 1 through 4:
1 C -0.27
2 C -0.28
3 C -0.29
4 C -0.05



# C8H12NOP

A single C8H12NOP molecule at a distorted geometry (wB97M-V/def2-TZVPD, the OMol25 dataset).

Computed properties:
**F_max**: 0.073 hartree/bohr
**HOMO level**: -8.70 eV
**Charge**: 0
**Spin multiplicity**: 1
**LUMO level**: 0.254 eV
**Total energy**: -783.24389 hartree
**SMILES string**: [H]/N=C/C(=C)[C@H](C=C=C)[P@@H](C)=O

Cartesian coordinates (Å):
C  0.2339  -1.8023  0.4348
C  3.0771  0.3834  0.7350
C  -0.0643  0.1204  -1.1085
C  1.2674  0.6694  -1.0582
C  -1.7521  -1.7235  -0.8275
C  -0.4614  -1.1648  -0.5553
C  2.1697  0.5568  -0.1747
C  -0.5647  1.4500  1.6278
N  -2.3743  -1.5064  -1.9110
O  -0.8728  2.7517  -0.8940
P  -1.1008  1.5577  -0.0968
H  -0.0822  -2.5917  1.0194
H  1.1375  -1.3427  0.7457
H  3.7312  -0.5940  0.6394
H  3.2357  1.0739  1.6731
H  -0.5329  0.1568  -2.0458
H  1.5960  1.0898  -1.9907
H  -1.8235  -2.5179  -0.0897
H  0.6146  1.3731  1.5686
H  -1.0174  0.5860  2.0504
H  -0.7276  2.2861  2.3320
H  -3.3424  -1.8388  -1.8801
H  -2.3468  1.0270  -0.1939

Results of the Löwdin charge analysis, in e, for atoms 1 through 4:
1 C 0.11
2 C -0.03
3 C -0.29
4 C -0.15



Q: Which formula does entry 6 have?
A: C6H14ClEuIO3P



Q: Among the records above, which one has the highest total energy?
A: C5H5NO